1.
# C5H8N2

A molecular structure, C5H8N2 in a non-equilibrium geometry (ωB97M-V with the def2-TZVPD basis set, OMol25).

Summary:
F_max (eV/Å): 1.11
Energy above the lowest of the compared OMol25 structures with the same formula, charge and spin (kJ/mol): 526.79

Element x y z (Å)
C -1.678 -0.102 -0.758
C -0.182 0.055 -0.711
C 0.363 1.037 0.048
C 0.665 -1.095 0.517
C 0.853 2.061 0.680
N 0.554 -0.912 -1.379
N -0.113 -1.797 1.193
H 1.490 -0.550 -1.566
H 0.340 -2.425 1.849
H 1.720 -0.869 0.592
H -1.945 -1.152 -0.650
H -2.176 0.488 0.010
H -2.016 0.234 -1.742
H 1.255 1.976 1.687
H 0.870 3.052 0.230

Forces on the atoms, in the same order (eV/Å):
0.028 -0.004 0.066
-0.437 0.801 0.584
-0.128 -0.251 -0.312
0.166 -0.663 -0.878
0.052 0.135 0.091
0.250 -0.449 0.965
0.062 0.070 -0.688
-0.036 -0.052 0.081
-0.032 0.343 0.132
-0.106 0.202 -0.037
0.089 -0.003 0.047
0.067 -0.033 -0.027
0.055 -0.006 0.023
-0.109 -0.006 -0.019
0.078 -0.085 -0.028


2.
# C3H6N3PS

C3H6N3PS in the gas phase in a non-equilibrium geometry (ωB97M-V with the def2-TZVPD basis set, OMol25).

Summary:
F_max (eV/Å): 3.06
SMILES: PCSn1ccnn1
Energy above the lowest of the compared OMol25 structures with the same formula, charge and spin (kJ/mol): 0.00

Element x y z (Å)
C 2.310 -0.536 -1.383
C 1.594 0.623 -1.213
C -1.603 0.767 0.431
N 2.363 -1.100 -0.193
N 1.621 -0.444 0.691
N 1.141 0.599 0.035
P -1.487 -0.319 -1.089
S 0.115 1.689 0.774
H 2.968 -0.833 -2.156
H 1.207 1.373 -1.887
H -1.811 0.122 1.244
H -2.377 1.493 0.297
H -1.938 -1.449 -0.387
H -2.804 -0.106 -1.646

Forces on the atoms, in the same order (eV/Å):
0.175 2.037 0.354
-0.705 0.492 -2.156
1.888 0.468 -0.875
-0.549 -1.287 2.717
1.195 -1.587 -0.802
0.164 0.269 0.395
-0.612 -0.030 -0.176
-2.365 -0.304 -0.107
0.085 -0.356 -0.737
0.334 -0.029 -0.026
-0.041 -0.236 1.010
-0.177 0.682 0.136
0.087 -0.298 -0.108
0.521 0.180 0.377


3.
# C7H8Cl3NSi

C7H8Cl3NSi in the gas phase in a non-equilibrium geometry (ωB97M-V with the def2-TZVPD basis set, OMol25).

Summary:
F_max (eV/Å): 4.36
Energy above the lowest of the compared OMol25 structures with the same formula, charge and spin (kJ/mol): 272.29

Element x y z (Å)
C -1.489 1.302 1.054
C -0.192 0.583 1.013
C -1.676 2.110 0.017
C 0.042 -0.547 0.265
C 0.141 2.169 -1.715
C 2.584 -0.395 0.001
C 1.372 -1.238 0.352
N -0.771 2.209 -0.977
Si -1.392 -1.325 -0.653
Cl -0.891 -3.205 -1.453
Cl -2.959 -1.580 0.570
Cl -2.114 -0.105 -2.167
H -2.202 0.862 1.612
H 0.680 0.959 1.469
H -2.656 2.444 -0.332
H 2.730 0.329 0.813
H 2.527 0.164 -0.933
H 3.483 -0.953 0.043
H 1.394 -1.737 1.323
H 1.386 -2.046 -0.303

Forces on the atoms, in the same order (eV/Å):
3.484 0.311 -2.605
-0.054 -2.434 -1.495
-2.600 -0.296 -0.161
-1.153 1.378 1.209
-0.523 0.234 0.266
-0.372 1.318 1.494
-0.093 0.391 0.073
2.261 0.844 -0.837
0.697 -0.040 -0.951
-0.199 1.030 0.377
-0.721 -0.356 0.575
0.107 -0.889 0.019
-2.643 -0.477 2.105
0.785 0.765 0.924
0.151 0.293 0.738
-0.019 0.263 -0.298
-0.271 -0.256 -0.018
0.845 -0.872 -0.286
0.525 0.345 0.245
-0.206 -1.553 -1.376


4.
# H26O13

13 unconnected molecules or ions with the total composition H26O13 (ωB97M-V with the def2-TZVPD basis set, OMol25).

Summary:
F_max (eV/Å): 0.31
Energy above the lowest of the compared OMol25 structures with the same formula, charge and spin (kJ/mol): 323.94

Element x y z (Å)
O 5.454 -2.207 -2.839
H 4.783 -1.526 -2.883
H 5.254 -2.789 -3.572
O -1.930 -2.104 -5.036
H -1.221 -1.869 -4.437
H -2.519 -1.350 -5.018
O 3.944 -0.066 4.700
H 3.504 0.765 4.521
H 3.830 -0.576 3.898
O 0.641 -0.675 -0.019
H 0.074 -1.025 0.669
H 0.067 -0.112 -0.539
O 1.748 -5.669 -0.878
H 1.807 -4.717 -0.799
H 2.657 -5.961 -0.942
O -3.135 2.587 4.775
H -2.684 3.315 5.202
H -2.440 1.963 4.566
O -3.057 -2.367 3.701
H -3.919 -1.956 3.640
H -2.727 -2.106 4.561
O 3.610 4.084 -1.185
H 3.415 4.044 -0.249
H 4.546 3.895 -1.244
O 1.471 3.995 3.300
H 0.711 4.109 2.729
H 1.566 4.837 3.745
O 2.134 1.017 -4.876
H 2.151 1.917 -4.551
H 2.833 0.984 -5.529
O -1.775 5.292 -0.404
H -2.549 5.553 0.094
H -1.845 5.774 -1.228
O -3.873 -6.539 1.602
H -3.426 -5.747 1.902
H -3.171 -7.097 1.265
O -4.945 0.676 -2.978
H -5.435 1.451 -3.254
H -5.551 0.199 -2.410

Forces on the atoms, in the same order (eV/Å):
0.194 -0.039 0.151
-0.201 0.211 0.031
-0.026 -0.167 -0.180
-0.024 -0.219 -0.137
0.212 0.040 0.135
-0.200 0.196 0.013
0.104 -0.076 0.217
-0.117 0.254 -0.033
-0.005 -0.156 -0.203
0.258 -0.065 -0.009
-0.148 -0.127 0.196
-0.114 0.169 -0.178
-0.198 -0.155 0.008
-0.024 0.281 0.015
0.221 -0.103 -0.017
-0.240 -0.024 -0.065
0.083 0.196 0.133
0.176 -0.179 -0.076
0.148 -0.104 -0.201
-0.252 0.083 -0.050
0.111 0.014 0.235
-0.134 0.061 -0.223
-0.116 -0.022 0.260
0.237 -0.051 -0.042
0.139 -0.222 0.063
-0.210 -0.002 -0.230
0.072 0.212 0.130
-0.121 -0.214 0.067
-0.021 0.245 0.156
0.153 -0.040 -0.193
0.173 -0.143 0.118
-0.206 0.033 0.150
0.043 0.100 -0.235
-0.245 -0.063 0.013
0.092 0.250 0.108
0.158 -0.161 -0.109
0.240 -0.047 -0.067
-0.090 0.210 -0.099
-0.123 -0.179 0.147


5.
# C33H73IN8O4PS

4 unconnected molecules or ions with the total composition C33H73IN8O4PS in a non-equilibrium geometry (ωB97M-V with the def2-TZVPD basis set, OMol25).

Summary:
F_max (eV/Å): 1.73
Total charge: +1

Element x y z (Å)
C 0.075 -3.738 3.516
C -1.396 -4.182 3.405
C -2.239 -3.473 2.325
C -1.473 -3.007 1.087
C -0.682 -4.110 0.365
C 0.666 -3.583 -0.173
C 1.049 -4.172 -1.549
C 1.469 -3.142 -2.610
N 1.751 -3.856 -3.848
N 0.401 -2.146 -2.821
C -0.859 -2.592 -3.451
C -2.140 -1.949 -2.951
C -2.685 -0.829 -3.883
N -1.662 -0.279 -4.781
C 0.725 -0.993 -2.355
N -0.145 0.076 -2.315
C -0.536 0.519 -1.241
S -0.947 1.071 0.136
C 2.092 -0.862 -1.767
P 3.013 0.567 -2.554
C 2.061 2.141 -2.394
C 4.500 0.956 -1.565
C 2.695 -2.235 -2.208
I 3.751 -1.804 -4.238
C 3.862 -2.844 -1.400
C 4.233 -2.226 -0.052
O 5.394 -2.066 0.214
N 3.186 -1.917 0.894
C 3.422 -0.594 1.506
C 3.316 -2.925 1.973
H 0.357 -3.696 4.568
H 0.736 -4.470 3.054
H 0.245 -2.745 3.104
H -1.449 -5.263 3.278
H -1.871 -3.985 4.367
H -3.020 -4.156 1.987
H -2.723 -2.601 2.771
H -0.824 -2.169 1.353
H -2.205 -2.617 0.378
H -0.455 -4.927 1.050
H -1.274 -4.509 -0.460
H 1.446 -3.834 0.537
H 0.646 -2.494 -0.225
H 0.169 -4.693 -1.927
H 1.830 -4.926 -1.465
H 2.405 -4.608 -3.656
H 0.909 -4.319 -4.179
H -0.914 -3.659 -3.249
H -0.738 -2.480 -4.527
H -2.041 -1.565 -1.937
H -2.913 -2.715 -2.902
H -3.104 -0.026 -3.274
H -3.485 -1.227 -4.503
H -1.999 -0.186 -5.728
H -1.325 0.624 -4.481
H 1.864 -0.766 -0.697
H 2.734 2.969 -2.606
H 1.219 2.108 -3.078
H 1.649 2.317 -1.393
H 5.167 1.468 -2.261
H 5.040 0.087 -1.199
H 4.285 1.668 -0.766
H 4.772 -2.797 -1.983
H 3.699 -3.908 -1.200
H 2.488 -0.225 1.932
H 4.156 -0.650 2.314
H 3.793 0.114 0.774
H 4.317 -2.898 2.415
H 2.594 -2.701 2.754
H 3.149 -3.926 1.577
C -2.838 6.183 0.319
C -3.612 5.503 1.445
C -2.855 5.435 2.777
O -1.820 4.467 2.823
C -0.607 4.843 2.205
N -4.047 4.178 0.990
H -2.094 5.520 -0.122
H -3.521 6.470 -0.480
H -2.334 7.085 0.669
H -4.509 6.100 1.629
H -3.562 5.132 3.553
H -2.466 6.420 3.063
H -0.386 5.905 2.342
H -0.614 4.607 1.137
H 0.189 4.261 2.672
H -4.672 3.773 1.680
H -3.232 3.570 0.999
C 5.589 6.382 2.636
C 5.482 6.329 1.114
C 4.639 5.161 0.587
O 5.261 3.890 0.642
C 5.258 3.269 1.914
N 6.831 6.347 0.546
H 6.317 5.668 3.019
H 5.919 7.371 2.949
H 4.626 6.183 3.112
H 4.976 7.243 0.790
H 4.449 5.338 -0.476
H 3.661 5.125 1.088
H 4.336 3.488 2.463
H 6.118 3.570 2.514
H 5.328 2.192 1.752
H 6.777 6.447 -0.463
H 7.248 5.431 0.688
C -6.284 -3.344 1.248
C -5.691 -2.104 0.587
C -6.725 -1.176 -0.061
O -7.257 -1.640 -1.284
C -8.278 -2.616 -1.178
N -4.661 -2.524 -0.373
H -6.541 -4.113 0.519
H -5.559 -3.785 1.933
H -7.179 -3.099 1.822
H -5.198 -1.522 1.372
H -6.224 -0.235 -0.307
H -7.533 -0.935 0.642
H -8.915 -2.433 -0.308
H -7.868 -3.627 -1.121
H -8.886 -2.549 -2.078
H -4.186 -1.695 -0.723
H -5.140 -2.898 -1.189

Forces on the atoms, in the same order (eV/Å):
-0.282 -0.306 0.408
-0.014 0.298 0.117
0.238 -0.168 -0.154
-0.210 -0.140 -0.047
0.496 0.484 0.171
-0.092 -0.567 -0.352
-0.541 0.734 0.809
1.357 -0.886 0.022
-0.885 -0.033 -0.112
0.056 -0.084 -0.267
-0.117 -0.366 0.130
-0.487 0.456 -0.354
0.475 0.394 -0.174
0.065 -0.152 -0.033
-0.184 0.638 -0.080
-0.302 -0.357 0.499
0.454 0.107 -0.053
-0.271 0.095 -0.098
-0.646 -0.813 -0.336
0.133 1.370 -1.052
-0.535 -0.527 1.236
-0.167 0.154 0.234
0.620 0.695 -0.938
0.166 -0.784 0.188
-0.439 0.035 0.466
0.220 0.010 -0.029
-0.112 0.196 -0.100
0.409 -0.032 0.190
0.018 -0.092 0.199
-0.051 0.005 -0.069
0.098 0.007 -0.002
0.121 0.209 -0.214
0.061 -0.016 -0.106
0.086 -0.024 -0.075
-0.109 -0.082 -0.010
-0.164 0.096 0.105
-0.113 0.001 -0.056
0.156 -0.092 0.008
-0.059 0.144 0.047
-0.221 -0.145 -0.056
-0.124 -0.093 0.084
-0.033 0.199 0.077
-0.071 0.023 0.038
0.114 -0.115 -0.211
0.097 0.043 -0.084
0.171 0.136 -0.039
-0.003 -0.045 0.030
0.094 -0.006 0.109
0.012 0.239 -0.006
0.146 -0.190 0.085
0.122 -0.151 0.112
-0.240 -0.132 0.071
-0.080 -0.071 0.100
-0.037 0.024 0.017
-0.020 0.005 -0.004
0.571 -0.182 0.167
0.072 -0.080 -0.257
0.153 0.242 -0.255
0.092 0.109 0.041
-0.012 -0.037 -0.077
-0.020 -0.046 0.045
0.100 -0.138 0.192
0.095 -0.079 0.072
-0.179 0.001 -0.023
-0.056 -0.032 -0.049
0.096 0.047 -0.053
-0.082 0.082 -0.111
0.035 0.042 -0.032
-0.141 -0.109 -0.077
-0.080 -0.051 0.089
-0.058 0.114 -0.061
0.174 -0.084 -0.129
-0.159 0.055 0.109
0.025 0.000 -0.037
0.064 -0.192 0.014
-0.014 -0.038 0.142
0.016 -0.021 0.055
-0.014 -0.040 -0.004
0.016 -0.013 0.007
-0.006 -0.019 0.069
0.033 -0.046 0.012
0.043 0.008 -0.092
-0.053 0.020 -0.029
0.052 0.132 -0.026
-0.019 0.016 0.043
-0.081 0.039 -0.056
0.013 0.018 -0.052
-0.076 0.102 0.072
0.193 -0.132 0.161
-0.129 0.110 -0.177
-0.085 -0.056 0.043
0.083 -0.102 -0.088
-0.133 -0.109 -0.179
-0.012 -0.037 -0.041
0.040 -0.005 -0.026
0.006 -0.016 -0.002
-0.041 -0.033 -0.051
0.033 -0.040 -0.012
0.050 0.008 0.088
0.013 0.028 0.019
-0.061 0.038 0.069
-0.016 0.003 -0.024
0.025 0.121 0.017
0.059 0.046 0.095
0.035 -0.030 0.121
-0.104 -0.223 -0.048
0.044 0.202 0.043
0.048 -0.084 0.012
-0.019 0.029 -0.118
0.092 0.155 -0.114
-0.029 0.045 -0.038
0.024 -0.001 -0.026
-0.011 0.001 -0.018
0.007 0.062 -0.042
-0.017 0.001 -0.035
-0.006 -0.097 0.027
0.013 -0.018 0.020
-0.037 -0.009 0.080
0.001 0.039 0.003
-0.009 0.020 0.042
-0.030 -0.067 0.049


6.
# C29H23IrN4PSe2

A molecular structure, C29H23IrN4PSe2 in a non-equilibrium geometry (ωB97M-V with the def2-TZVPD basis set, OMol25).

Summary:
F_max (eV/Å): 1.03
Energy above the lowest of the compared OMol25 structures with the same formula, charge and spin (kJ/mol): 29.75
Total charge: +1

Element x y z (Å)
Ir 0.710 0.023 1.427
C -4.366 -2.262 2.249
C -3.519 -2.487 3.327
C -2.152 -2.301 3.192
C -1.631 -1.876 1.973
C -2.477 -1.645 0.895
C -3.842 -1.845 1.035
N -0.231 -1.639 1.828
C 0.652 -2.658 2.241
C 0.296 -3.996 2.414
C 1.258 -4.915 2.806
C 2.581 -4.543 3.035
C 2.961 -3.227 2.844
C 1.998 -2.321 2.436
N 2.253 -0.957 2.148
N 3.381 -0.441 2.312
C 3.378 0.921 1.925
C 4.560 1.630 1.993
C 4.557 2.950 1.565
C 3.378 3.500 1.094
C 2.224 2.730 1.072
N 2.218 1.461 1.483
H -5.432 -2.408 2.359
H -3.923 -2.805 4.279
H -1.495 -2.452 4.038
H -2.061 -1.337 -0.053
H -4.495 -1.670 0.190
H -0.720 -4.311 2.230
H 0.971 -5.951 2.932
H 3.307 -5.281 3.344
H 3.979 -2.897 2.996
H 5.446 1.142 2.368
H 5.466 3.534 1.596
H 3.335 4.521 0.743
H 1.276 3.114 0.723
Se -1.165 1.518 0.605
P -0.374 1.110 -1.369
Se 1.355 -0.162 -0.932
C 0.083 2.603 -2.266
C -0.193 3.872 -1.771
C 0.183 4.991 -2.504
C 0.833 4.840 -3.718
C 1.111 3.570 -4.213
C 0.736 2.452 -3.490
C -1.556 0.279 -2.445
C -1.542 -1.102 -2.617
C -2.506 -1.707 -3.410
C -3.474 -0.937 -4.035
C -3.487 0.443 -3.869
C -2.530 1.053 -3.078
H -0.707 3.985 -0.824
H -0.035 5.979 -2.123
H 1.124 5.714 -4.286
H 1.619 3.454 -5.161
H 0.950 1.462 -3.878
H -0.774 -1.698 -2.139
H -2.494 -2.781 -3.545
H -4.219 -1.410 -4.660
H -4.239 1.043 -4.362
H -2.543 2.130 -2.952

Forces on the atoms, in the same order (eV/Å):
0.263 -0.030 -0.554
-0.065 -0.015 0.026
0.028 -0.026 -0.046
-0.132 0.177 -0.010
0.119 0.019 -0.303
-0.093 -0.267 0.095
0.032 0.066 -0.017
-0.208 -0.153 1.001
-0.389 0.094 -0.362
0.092 -0.069 0.041
-0.101 0.084 -0.032
0.159 0.103 0.003
0.106 -0.267 0.049
0.062 0.486 -0.040
0.264 -0.711 -0.040
-0.249 0.308 -0.022
0.057 -0.182 -0.008
-0.056 0.057 -0.018
-0.012 -0.021 0.004
-0.030 0.051 0.006
0.076 -0.088 0.126
0.119 0.322 0.113
0.003 -0.006 -0.001
-0.009 0.001 0.002
0.027 -0.026 -0.011
0.013 0.024 0.004
-0.015 -0.006 0.008
-0.014 -0.006 0.030
-0.016 -0.003 -0.003
0.006 0.013 0.018
0.005 -0.020 -0.018
0.003 -0.015 -0.007
-0.004 0.011 -0.003
0.008 -0.001 0.002
-0.002 0.023 -0.011
-0.011 -0.070 0.209
-0.327 0.232 -0.383
0.094 -0.009 0.181
0.139 0.003 -0.039
-0.022 -0.006 0.033
-0.011 0.016 0.030
0.013 -0.026 -0.030
0.002 0.030 0.021
-0.016 -0.026 0.002
0.068 -0.085 -0.093
0.033 -0.004 0.012
0.022 -0.011 0.003
-0.010 0.026 -0.005
-0.005 -0.025 -0.002
-0.006 0.044 0.059
0.020 -0.001 0.003
-0.014 -0.001 -0.007
0.002 0.002 0.002
-0.003 0.001 -0.003
-0.009 0.004 -0.010
-0.020 -0.017 0.007
0.009 0.001 -0.002
-0.005 -0.004 0.007
-0.005 0.002 0.006
0.014 0.000 -0.017


E? In order: -8289.537, -27799.874, -54325.144, -27038.590, -83730.858, -179223.260 eV.